(1)
110
Properties=species:S:1:pos:R:3 method="wB97M-V/def2-TZVPD" homo_energy_ev="-15.08 / -15.08" total_charge=+3 spin_multiplicity=1
Ti -0.1803 0.0460 -0.2516
C -3.1821 3.0353 -2.3400
C -3.0808 1.7091 -1.6458
C -2.2630 0.6878 -2.1455
C -2.3234 -0.6054 -1.6038
C -2.0920 -1.7685 -2.5234
C -2.9461 -0.7777 -0.3555
C -3.7607 0.2392 0.1771
C -4.5649 0.0299 1.4261
C -3.8729 1.4286 -0.5341
H -4.1813 3.1494 -2.7661
H -2.4606 3.1247 -3.1501
H -3.0387 3.8639 -1.6415
H -1.7646 0.8303 -3.0981
H -2.9838 -1.8477 -3.1497
H -1.9878 -2.7063 -1.9895
H -1.2473 -1.6119 -3.1933
H -3.0036 -1.7776 0.0610
H -5.5184 0.5527 1.3591
H -4.0374 0.4308 2.2975
H -4.7630 -1.0247 1.6101
H -4.5822 2.1736 -0.1934
S 6.3389 -1.7301 2.2001
C 6.8654 -3.2029 1.5404
C 5.9262 -3.7707 0.7316
C 4.7523 -2.9859 0.6557
C 4.8210 -1.8374 1.4036
C 3.7936 -0.8137 1.5763
C 2.6400 -0.8468 0.7827
N 1.6326 0.0180 0.8691
C 1.7073 0.9900 1.8177
C 2.8277 1.1277 2.6381
C 2.8704 2.1980 3.5975
C 1.8403 3.0562 3.7074
C 0.6682 2.9078 2.8867
C -0.4119 3.7900 2.9763
C -1.5223 3.6314 2.1700
C -1.5298 2.5078 1.3334
N -0.5323 1.6316 1.2223
C 0.5912 1.8566 1.9741
C -2.6391 4.5766 2.2064
C -2.6682 5.7902 2.8369
C -3.9007 6.4733 2.6848
C -4.7894 5.7707 1.9333
S -4.1405 4.2822 1.4150
C 3.8771 0.2152 2.4937
H 7.8492 -3.5777 1.7789
H 6.0700 -4.7106 0.2202
H 3.8871 -3.2859 0.0762
H 2.5661 -1.6169 0.0362
H 3.7503 2.3010 4.2197
H 1.8684 3.8703 4.4205
H -0.3669 4.6002 3.6934
H -2.3984 2.3136 0.7271
H -1.8377 6.2053 3.3921
H -4.1156 7.4419 3.1115
H -5.7983 6.0422 1.6617
H 4.7524 0.3177 3.1267
C -1.8723 -1.6568 2.8826
C -0.6010 -1.9264 2.0757
C 0.6032 -2.0424 3.0054
C -0.6797 -3.1169 1.1479
C -1.1180 -4.3091 1.6995
C -1.1117 -5.4743 0.9554
C -0.6858 -5.4390 -0.3585
C -0.2601 -4.2673 -0.9760
C 0.1076 -4.3809 -2.4533
C -0.9198 -5.1937 -3.2539
C 1.5066 -4.9921 -2.6152
C -0.2352 -3.0948 -0.1867
N 0.1802 -1.8163 -0.7347
C 1.1481 -1.7444 -1.6929
C 1.4969 -0.5476 -2.2426
C 2.4710 -0.2411 -3.2132
C 2.4611 1.1216 -3.3625
C 1.5121 1.6690 -2.4658
N 0.8963 0.6617 -1.7898
C 1.2691 3.1433 -2.3082
C 0.2381 3.4579 -1.2309
C 2.6069 3.8099 -1.9376
C 0.7795 3.6786 -3.6681
H -1.8708 -0.6358 3.2700
H -1.9184 -2.3229 3.7445
H -2.7737 -1.8094 2.2957
H -0.4564 -1.0192 1.4460
H 0.3987 -2.8460 3.7149
H 0.7630 -1.1265 3.5800
H 1.5159 -2.3126 2.4797
H -1.4544 -4.3320 2.7290
H -1.4495 -6.4040 1.3934
H -0.7086 -6.3515 -0.9391
H 0.1025 -3.3927 -2.9099
H -0.8375 -6.2618 -3.0516
H -0.7426 -5.0584 -4.3214
H -1.9445 -4.8875 -3.0378
H 1.4924 -6.0415 -2.3157
H 2.2653 -4.5050 -1.9935
H 1.8302 -4.9498 -3.6565
H 1.7357 -2.6130 -1.9600
H 3.0755 -0.9605 -3.7478
H 3.0731 1.6969 -4.0394
H 0.6672 3.3367 -0.2340
H -0.6544 2.8355 -1.3273
H -0.0840 4.4958 -1.3216
H 2.9941 3.4221 -0.9927
H 2.4491 4.8836 -1.8282
H 3.3660 3.6629 -2.7061
H -0.1845 3.2457 -3.9448
H 1.4866 3.4732 -4.4713
H 0.6611 4.7603 -3.5978

=====

(2)
119
Properties=species:S:1:pos:R:3 method="wB97M-V/def2-TZVPD" homo_energy_ev="-7.47 / -7.49" spin_multiplicity=2
Ti 11.7251 17.4060 13.0124
Cl 4.5958 18.6689 14.1234
C 6.4146 18.6183 14.2219
C 7.0021 17.9578 15.3181
C 8.3189 17.6298 15.3339
C 9.1428 18.0884 14.2806
O 10.3836 17.7848 14.3309
C 8.6100 18.8537 13.2302
C 9.4843 19.4721 12.2938
N 10.7219 19.1380 12.1255
C 11.6622 20.0364 11.5767
C 11.4164 20.8334 10.4502
C 12.4385 21.6330 9.9150
C 13.6786 21.6565 10.5556
C 13.9383 20.8642 11.6843
C 15.2630 20.7661 12.2790
C 15.4149 19.8589 13.2906
C 14.3103 19.0819 13.7168
N 13.1243 19.1942 13.1758
C 12.9406 20.0121 12.1271
C 7.2108 19.0438 13.1668
H 6.3815 17.6304 16.1010
H 8.7311 16.9957 16.1074
H 9.1320 20.3023 11.7305
H 10.4460 20.8207 9.9641
H 12.2043 22.2924 9.0921
H 14.4437 22.3049 10.1870
H 16.1124 21.4115 12.0095
H 16.3947 19.7243 13.7110
H 14.4662 18.2622 14.3985
H 6.8456 19.5163 12.2492
Cl 17.4287 13.9011 16.1026
C 17.3349 15.5219 15.5106
Cl 17.1244 16.6399 16.9457
H 16.4554 15.6967 14.8477
H 18.2867 15.7604 15.1365
C 12.4954 17.0250 9.8340
O 12.7467 17.0781 11.2393
H 11.4637 17.2438 9.6599
H 12.7265 16.0164 9.4275
H 13.2498 17.6470 9.3329
H 13.7395 16.8531 11.2570
C 20.1993 15.8279 13.6172
C 19.5280 15.7786 12.2125
C 18.9843 17.1481 11.7212
C 20.0944 18.2406 11.6897
C 19.6431 19.5893 11.0827
C 18.5734 16.8540 10.2929
O 19.3811 16.4838 9.4387
N 17.2415 16.9590 9.9937
C 16.2197 16.9253 11.0017
O 15.0950 16.6363 10.5760
N 16.5255 17.2109 12.2668
C 17.7985 17.5350 12.6248
O 18.0146 18.1564 13.6513
H 20.0799 14.8828 14.0974
H 19.6844 16.6072 14.2387
H 21.2497 16.1058 13.5920
H 18.7390 15.0401 12.3332
H 20.2918 15.3351 11.5247
H 20.9918 17.8526 11.2180
H 20.3884 18.3207 12.7038
H 19.4475 19.4625 9.9657
H 20.4130 20.3425 11.1359
H 18.7701 20.0184 11.5876
H 16.9604 16.5254 9.0557
C 13.9981 8.8927 13.2274
C 13.1358 10.1124 12.9544
C 11.7375 10.0503 12.8506
C 10.9616 11.1548 12.6257
C 9.4579 10.9176 12.4351
C 11.5311 12.4711 12.5165
As 10.2646 13.9782 12.4141
N 11.2625 15.4132 13.0637
C 11.8339 15.3593 14.3579
C 11.2881 14.7629 15.5105
C 11.8444 14.9586 16.7525
C 12.9623 15.7621 16.9047
C 13.4990 16.3629 15.8295
C 12.9935 16.1221 14.5509
C 10.1066 14.5777 10.4518
C 10.7849 14.0144 9.3623
C 11.7222 12.8893 9.5189
C 10.5096 14.5311 8.1260
C 9.5900 15.5533 7.8902
C 9.4543 16.0765 6.5240
C 8.8463 15.9942 8.9650
C 9.0596 15.5113 10.2294
C 8.1189 15.8795 11.3069
C 12.9274 12.5174 12.6090
C 13.8240 13.6978 12.2033
C 13.6933 11.3883 12.8393
H 13.8138 8.1739 12.3947
H 13.7155 8.4461 14.2067
H 15.0337 9.0504 13.2941
H 11.2669 9.0521 12.8155
H 9.3367 9.9398 11.9876
H 9.0887 11.6537 11.7199
H 8.9855 10.9618 13.4092
H 10.4138 14.1749 15.4127
H 11.3568 14.5175 17.5778
H 13.3520 15.9477 17.8935
H 14.4647 16.8150 15.9223
H 13.6854 16.2466 13.7607
H 12.6580 13.1729 9.8827
H 12.0275 12.6273 8.4455
H 11.2263 12.0719 9.9984
H 11.0418 14.1019 7.3028
H 10.3241 16.5773 6.1570
H 8.5578 16.7352 6.5622
H 9.0868 15.3246 5.7847
H 8.0287 16.7480 8.8585
H 7.4512 16.6841 10.9714
H 7.4366 15.0330 11.5892
H 8.6299 16.2434 12.2115
H 13.1907 14.5586 12.0466
H 14.3773 13.5032 11.2585
H 14.5535 13.9983 12.9974
H 14.7381 11.4725 13.0183